[1]
Computed, not measured: a single C23H31N5O3S molecule, with wB97M-V/def2-TZVPD.

XYZ file:
```
63
Properties=species:S:1:pos:R:3
C -6.006 -1.963 -1.272
H -5.293 -2.629 -1.753
H -6.173 -2.314 -0.255
C -5.484 -0.532 -1.265
C -4.160 -0.417 -0.513
C -3.646 1.022 -0.512
N -2.369 1.160 0.173
C -2.302 1.888 1.323
O -3.304 2.239 1.913
C -0.912 2.270 1.786
C -0.548 3.599 1.116
H -1.198 4.382 1.507
H -0.716 3.533 0.039
C 0.915 3.981 1.378
C 1.841 3.066 0.668
N 2.468 2.093 1.206
C 3.242 1.410 0.312
C 4.070 0.330 0.604
C 4.788 -0.253 -0.419
C 4.697 0.223 -1.725
C 3.896 1.304 -2.034
C 3.174 1.896 -1.012
S 2.107 3.269 -1.071
H 3.834 1.681 -3.043
H 5.262 -0.258 -2.508
H 5.432 -1.094 -0.208
H 4.140 -0.018 1.623
H 1.127 3.931 2.447
H 1.083 5.001 1.026
H -0.932 2.401 2.869
H -0.175 1.508 1.535
C -1.239 0.633 -0.509
C -0.711 -0.576 -0.114
N -1.168 -1.184 1.012
H -1.008 -2.164 1.158
H -2.015 -0.794 1.396
N 0.319 -1.157 -0.807
C 0.897 -0.538 -1.912
O 1.812 -1.038 -2.524
N 0.341 0.656 -2.263
C -0.724 1.328 -1.654
O -1.118 2.383 -2.105
H 0.755 1.115 -3.067
C 0.881 -2.439 -0.412
C 1.797 -2.324 0.806
C 2.391 -3.679 1.183
C 3.355 -3.554 2.356
H 3.763 -4.526 2.620
H 4.179 -2.894 2.099
H 2.848 -3.146 3.227
H 2.919 -4.091 0.321
H 1.588 -4.374 1.444
H 2.602 -1.631 0.558
H 1.252 -1.911 1.657
H 0.073 -3.158 -0.241
H 1.467 -2.784 -1.268
H -3.526 1.380 -1.538
H -4.353 1.669 0.011
H -3.421 -1.071 -0.987
H -4.304 -0.750 0.518
H -6.219 0.123 -0.794
H -5.344 -0.190 -2.292
H -6.948 -2.022 -1.812
```

Results
**Energy**: -1792.84792 Eh
**Highest occupied orbital energy**: -8.5410 eV
**SMILES**: CCCCN(C(=O)CCCc1nc2ccccc2s1)c1c(N)n(CCCC)c(=O)[nH]c1=O

Results of the Löwdin charge analysis, in e, for atoms 1 through 6: -0.117 0.070 0.070 -0.268 -0.201 -0.131


[2]
Computed, not measured: a single C23H31NO5 molecule, with wB97M-V/def2-TZVPD.

XYZ file:
```
60
Properties=species:S:1:pos:R:3
C -6.926 -2.054 0.725
C -6.869 -1.218 -0.548
C -6.971 0.285 -0.285
C -5.730 0.863 0.385
H -5.505 0.342 1.323
O -4.628 0.744 -0.499
C -3.424 1.205 0.039
O -2.964 0.425 1.118
N -2.073 -0.571 0.631
C -2.811 -1.749 0.215
H -3.474 -1.569 -0.640
H -2.088 -2.523 -0.037
H -3.404 -2.085 1.063
C -1.351 0.076 -0.462
C -0.092 0.745 0.035
C 0.031 1.198 1.337
C 1.197 1.822 1.734
C 2.258 2.028 0.858
C 2.122 1.603 -0.476
C 0.954 0.954 -0.854
H 0.841 0.612 -1.871
O 3.147 1.866 -1.350
C 3.149 1.224 -2.599
H 4.108 1.469 -3.052
H 3.069 0.138 -2.492
H 2.343 1.590 -3.245
O 3.335 2.663 1.407
C 4.618 2.546 0.822
C 5.050 1.127 0.558
C 5.939 0.844 -0.474
C 6.326 -0.451 -0.735
C 5.825 -1.507 0.029
C 4.941 -1.231 1.063
C 4.567 0.077 1.322
H 3.881 0.276 2.132
H 4.535 -2.020 1.677
O 6.260 -2.753 -0.322
C 5.804 -3.855 0.423
H 6.279 -4.728 -0.022
H 6.100 -3.780 1.475
H 4.716 -3.963 0.359
H 7.015 -0.679 -1.533
H 6.327 1.651 -1.078
H 4.678 3.131 -0.103
H 5.282 3.006 1.566
H 1.320 2.166 2.749
H -0.773 1.045 2.037
H -1.087 -0.675 -1.211
C -2.340 1.117 -1.044
H -1.857 2.077 -1.208
H -2.801 0.776 -1.969
H -3.560 2.221 0.447
H -5.887 1.928 0.619
H -7.833 0.494 0.351
H -7.110 0.804 -1.235
H -5.937 -1.415 -1.078
H -7.694 -1.511 -1.202
H -6.087 -1.830 1.378
H -7.848 -1.857 1.269
H -6.891 -3.114 0.481
```

Results
**Energy**: -1325.87723 Eh
**Highest occupied orbital energy**: -7.8881 eV
**SMILES**: CCCCO[C@@H]1C[C@@H](c2ccc(OCc3ccc(OC)cc3)c(OC)c2)N(C)O1

Results of the Löwdin charge analysis, in e, for atoms 1 through 6: -0.106 -0.258 -0.181 -0.208 0.119 -0.093


[3]
Computed, not measured: a single C23H31NO5 molecule, with wB97M-V/def2-TZVPD.

XYZ file:
```
60
Properties=species:S:1:pos:R:3
C -1.998 -1.975 -4.243
C -1.998 -1.054 -3.039
H -2.892 -1.201 -2.425
H -1.957 -0.001 -3.342
O -0.843 -1.342 -2.249
C -0.759 -0.719 -1.068
O -1.606 0.029 -0.658
C 0.562 -1.044 -0.372
C 0.662 -0.295 0.961
C 0.824 1.210 0.767
N 1.965 1.508 -0.081
C 1.763 0.933 -1.395
C 1.718 -0.586 -1.277
H 1.615 -1.034 -2.267
H 2.657 -0.921 -0.835
H 2.603 1.220 -2.034
H 0.833 1.303 -1.865
C 2.224 2.938 -0.148
C 2.636 3.469 1.184
C 3.658 3.123 2.019
C 3.547 3.962 3.153
C 2.466 4.764 2.932
O 1.906 4.461 1.737
C 1.826 5.829 3.766
O 1.217 5.331 4.940
C 0.131 4.473 4.687
H -0.278 4.202 5.657
H 0.448 3.566 4.160
H -0.640 4.976 4.090
H 2.579 6.538 4.120
H 1.086 6.357 3.146
H 4.179 3.972 4.017
H 4.391 2.363 1.843
H 1.341 3.507 -0.489
H 3.035 3.094 -0.867
H 0.995 1.674 1.742
H -0.106 1.625 0.345
H -0.241 -0.464 1.546
H 1.525 -0.677 1.510
C 0.671 -2.570 -0.188
C -0.370 -3.161 0.766
O -1.698 -2.847 0.419
C -2.333 -3.538 -0.567
C -1.791 -4.580 -1.311
C -2.561 -5.211 -2.275
C -3.863 -4.816 -2.516
C -4.405 -3.777 -1.775
C -3.651 -3.144 -0.810
H -4.054 -2.335 -0.220
H -5.423 -3.459 -1.952
H -4.452 -5.313 -3.272
H -2.127 -6.020 -2.846
H -0.778 -4.915 -1.152
H -0.233 -4.248 0.836
H -0.242 -2.739 1.767
H 1.660 -2.809 0.208
H 0.574 -3.032 -1.172
H -2.864 -1.763 -4.862
H -1.095 -1.828 -4.830
H -2.041 -3.011 -3.916
```

Results
**Energy**: -1325.95554 Eh
**Highest occupied orbital energy**: -8.3527 eV
**SMILES**: CCOC(=O)C1(CCOc2ccccc2)CCN(Cc2ccc(COC)o2)CC1

Results of the Löwdin charge analysis, in e, for atoms 1 through 6: -0.047 -0.207 0.110 0.130 -0.006 -0.463


[4]
Computed, not measured: a molecular structure, C23H32B2BrMgN6O2Se2, with wB97M-V/def2-TZVPD.

XYZ file:
```
69
Properties=species:S:1:pos:R:3
Mg -0.579 1.558 -1.265
C -3.575 -1.004 1.047
C -2.311 -0.789 0.460
N -2.261 0.409 -0.115
N -3.472 0.985 0.097
C -4.279 0.159 0.785
B -3.723 2.397 -0.494
N -3.526 2.316 -2.029
C -4.461 2.451 -2.991
C -3.872 2.163 -4.209
C -2.539 1.848 -3.888
N -2.338 1.934 -2.577
N -2.679 3.379 0.116
C -2.869 4.330 1.047
C -1.657 4.945 1.300
C -0.748 4.285 0.455
N -1.369 3.347 -0.260
H -3.923 -1.878 1.581
H -1.438 -1.433 0.426
H -5.288 0.453 1.048
H -4.846 2.769 -0.236
H -5.465 2.768 -2.744
H -4.336 2.176 -5.186
H -1.712 1.596 -4.539
H -3.852 4.508 1.461
H -1.457 5.753 1.989
H 0.315 4.441 0.325
C -5.215 -1.499 -2.647
Se -3.327 -1.356 -3.067
C -2.828 -3.056 -2.269
C -1.460 -3.524 -2.726
Se 0.029 -2.477 -2.013
C 0.229 -1.197 -3.464
H -5.352 -1.580 -1.570
H -5.660 -2.354 -3.157
H -5.677 -0.576 -3.001
H -3.595 -3.776 -2.558
H -2.850 -2.931 -1.189
H -1.370 -3.505 -3.811
H -1.294 -4.542 -2.384
H 0.500 -1.717 -4.380
H 1.018 -0.503 -3.180
H -0.685 -0.632 -3.605
C 5.402 -1.716 4.774
C 5.527 -1.705 3.243
C 6.933 -1.224 2.859
C 5.359 -3.142 2.749
C 4.479 -0.766 2.631
C 4.417 0.570 3.039
C 3.483 1.470 2.513
C 2.616 0.996 1.556
O 1.615 1.647 0.873
B 1.006 0.701 -0.048
O 1.718 -0.528 0.175
C 2.674 -0.313 1.134
C 3.582 -1.211 1.652
H 6.140 -2.400 5.211
H 4.402 -2.047 5.073
H 5.568 -0.723 5.201
H 7.698 -1.887 3.284
H 7.117 -0.210 3.225
H 7.049 -1.214 1.770
H 6.093 -3.784 3.245
H 5.520 -3.219 1.668
H 4.361 -3.529 2.978
H 5.117 0.937 3.782
H 3.442 2.502 2.844
H 3.581 -2.236 1.291
Br 0.898 2.388 -3.304
```

Results
**Energy**: -9001.66124 Eh
**Highest occupied orbital energy**: -4.6608 eV
**Total charge**: -1

Results of the Löwdin charge analysis, in e, for atoms 1 through 6: 0.292 -0.077 -0.168 0.024 -0.027 -0.099


Q: Which value of highest occupied orbital energy does entry 4 give?
A: -4.6608 eV


Q: Among the records above, which one has the lowest energy?
A: C23H32B2BrMgN6O2Se2


Please write out number 4 again, unchanged.
Computed, not measured: a molecular structure, C23H32B2BrMgN6O2Se2, with wB97M-V/def2-TZVPD.

XYZ file:
```
69
Properties=species:S:1:pos:R:3
Mg -0.579 1.558 -1.265
C -3.575 -1.004 1.047
C -2.311 -0.789 0.460
N -2.261 0.409 -0.115
N -3.472 0.985 0.097
C -4.279 0.159 0.785
B -3.723 2.397 -0.494
N -3.526 2.316 -2.029
C -4.461 2.451 -2.991
C -3.872 2.163 -4.209
C -2.539 1.848 -3.888
N -2.338 1.934 -2.577
N -2.679 3.379 0.116
C -2.869 4.330 1.047
C -1.657 4.945 1.300
C -0.748 4.285 0.455
N -1.369 3.347 -0.260
H -3.923 -1.878 1.581
H -1.438 -1.433 0.426
H -5.288 0.453 1.048
H -4.846 2.769 -0.236
H -5.465 2.768 -2.744
H -4.336 2.176 -5.186
H -1.712 1.596 -4.539
H -3.852 4.508 1.461
H -1.457 5.753 1.989
H 0.315 4.441 0.325
C -5.215 -1.499 -2.647
Se -3.327 -1.356 -3.067
C -2.828 -3.056 -2.269
C -1.460 -3.524 -2.726
Se 0.029 -2.477 -2.013
C 0.229 -1.197 -3.464
H -5.352 -1.580 -1.570
H -5.660 -2.354 -3.157
H -5.677 -0.576 -3.001
H -3.595 -3.776 -2.558
H -2.850 -2.931 -1.189
H -1.370 -3.505 -3.811
H -1.294 -4.542 -2.384
H 0.500 -1.717 -4.380
H 1.018 -0.503 -3.180
H -0.685 -0.632 -3.605
C 5.402 -1.716 4.774
C 5.527 -1.705 3.243
C 6.933 -1.224 2.859
C 5.359 -3.142 2.749
C 4.479 -0.766 2.631
C 4.417 0.570 3.039
C 3.483 1.470 2.513
C 2.616 0.996 1.556
O 1.615 1.647 0.873
B 1.006 0.701 -0.048
O 1.718 -0.528 0.175
C 2.674 -0.313 1.134
C 3.582 -1.211 1.652
H 6.140 -2.400 5.211
H 4.402 -2.047 5.073
H 5.568 -0.723 5.201
H 7.698 -1.887 3.284
H 7.117 -0.210 3.225
H 7.049 -1.214 1.770
H 6.093 -3.784 3.245
H 5.520 -3.219 1.668
H 4.361 -3.529 2.978
H 5.117 0.937 3.782
H 3.442 2.502 2.844
H 3.581 -2.236 1.291
Br 0.898 2.388 -3.304
```

Results
**Energy**: -9001.66124 Eh
**Highest occupied orbital energy**: -4.6608 eV
**Total charge**: -1

Results of the Löwdin charge analysis, in e, for atoms 1 through 6: 0.292 -0.077 -0.168 0.024 -0.027 -0.099


Q: Look up the highest occupied orbital energy of the fourth one.
A: -4.6608 eV